Molecular formula: C3H9ClOSi
Method: DFT, wB97M-V/def2-TZVPD

CARTESIAN COORDINATES (ANGSTROEM)
C1 1.20316 0.15372 -1.90189
Si1 -0.47010 0.39070 -1.40704
Cl1 -1.78787 1.67003 -2.25677
C2 -1.11927 -0.21714 0.31184
C3 -0.45339 0.75491 1.39200
H1 1.47393 0.35549 -2.92421
H2 1.55303 -0.79364 -1.57665
H3 -2.11678 -0.29411 0.56347
H4 -0.56652 -1.14935 0.59670
H5 0.42139 1.04379 0.82863
H6 -1.09169 1.60385 1.74616
H7 -0.16815 0.17181 2.35940
O1 1.11845 -3.84169 -0.56132
H8 0.98451 -3.25915 0.26585
H9 0.37759 -3.54688 -1.21136

The value obtained for the HOMO energy is -8.58 eV. As for the relative energy (zero: lowest compared OMol25 entry of this formula, charge and spin): 4.489 eV. As for the multiplicity: 1. As for the lowest unoccupied orbital energy: 0.2 eV. The value obtained for the strongest force on any atom is 3.6 eV/Å.

Atomic partial charges in e from the Mulliken method, atoms 1 to 5:
1. C -0.713
2. Si 0.370
3. Cl -0.239
4. C -0.356
5. C -0.941